{
  "formula": "C7H7Cl2N3S",
  "method": "ωB97M-V/def2-TZVPD",
  "e_above_lowest_ev": 0.0000,
  "largest_force_ev_per_a": 4.62,
  "charge": 2,
  "gap_ev": [8.12, 6.87],
  "elements": ["C", "C", "C", "C", "C", "C", "C", "N", "N", "N", "S", "Cl", "Cl", "H", "H", "H", "H", "H", "H", "H"],
  "coordinates": [[-2.20416, -0.38062, -0.70651], [0.11390, -0.66733, 0.36075], [2.14616, 0.32126, 0.23140], [0.58090, -0.34876, 1.66265], [-2.76492, 1.31213, 0.84167], [-1.54912, 0.75752, 1.08947], [1.17933, -0.16085, -1.93752], [-1.19765, -0.12093, 0.10720], [1.78771, 0.28411, 1.57454], [1.11516, -0.10335, -0.48935], [-3.50681, 0.55033, -0.50366], [-0.14560, -2.57787, 0.25116], [3.50023, 1.10387, -0.41033], [-2.03510, -1.00035, -1.59004], [0.25452, -0.87975, 2.65049], [-3.34160, 2.01453, 1.39762], [2.19588, -0.41440, -2.25689], [1.06707, 0.83453, -2.37465], [0.46834, -0.97010, -2.24580], [2.33577, 0.44602, 2.34780]],
  "mulliken_charge": [0.18, 0.31, 0.44, -0.37, -0.26, -0.32, -1.01, 0.34, 0.02, 0.05, 0.08, -0.05, 0.02, 0.35, 0.42, 0.46, 0.44, 0.34, 0.38, 0.18]
}